[1]
{
  "formula": "C33H60F2N3O11S3",
  "method": "wB97M-V/def2-TZVPD",
  "species": ["C", "C", "O", "N", "H", "H", "C", "H", "H", "H", "H", "H", "H", "C", "C", "O", "N", "H", "H", "C", "H", "H", "H", "H", "H", "H", "C", "C", "O", "N", "H", "H", "C", "H", "H", "H", "H", "H", "H", "O", "H", "O", "H", "F", "C", "C", "C", "C", "C", "C", "H", "H", "H", "H", "H", "F", "C", "C", "C", "C", "C", "C", "H", "H", "H", "H", "H", "C", "C", "C", "S", "O", "O", "C", "H", "H", "H", "H", "H", "H", "H", "H", "C", "C", "C", "S", "O", "O", "C", "H", "H", "H", "H", "H", "H", "H", "H", "C", "C", "C", "S", "O", "O", "C", "H", "H", "H", "H", "H", "H", "H", "H"],
  "coordinates": [[0.9581, -0.4699, 0.2279], [-0.2314, 0.4067, 0.4561], [-1.3001, -0.0058, 1.0054], [-0.1908, 1.9073, 0.0821], [0.1399, 2.3522, 0.7160], [0.4647, 1.9744, -0.7259], [-1.5670, 2.5121, -0.1315], [1.5888, 0.0395, 0.8846], [1.3784, -0.3408, -0.7598], [0.9302, -1.5601, 0.4521], [-2.0648, 2.6155, 0.7549], [-2.0574, 1.9858, -0.8272], [-1.2693, 3.4000, -0.4772], [-1.6885, 1.9778, -4.2035], [-0.3076, 2.0759, -4.9038], [-0.0885, 1.3792, -5.8402], [0.8191, 2.8726, -4.2393], [0.3483, 3.5961, -3.6775], [1.0986, 2.3060, -3.4540], [2.0946, 3.1122, -4.9942], [-2.0887, 2.9909, -3.8844], [-1.7194, 1.1931, -3.5485], [-2.4328, 1.7469, -4.9015], [1.9375, 3.4573, -6.0095], [2.8702, 2.3895, -5.0011], [2.6259, 3.8864, -4.4931], [2.9562, 5.5119, -0.2452], [3.5836, 4.2837, -0.8386], [4.3079, 4.4855, -1.8104], [3.2659, 2.8932, -0.4050], [2.6492, 3.0744, 0.4677], [2.5211, 2.6043, -1.1108], [4.4088, 1.9066, -0.4714], [2.6169, 5.5593, 0.9325], [1.9444, 5.1434, -0.6463], [3.2649, 6.4682, -0.6248], [5.2242, 2.5235, -0.0448], [4.6440, 1.7155, -1.6807], [4.2502, 0.9421, 0.1096], [1.4332, 1.8982, -1.9484], [1.8967, 1.2259, -2.4345], [1.4749, 2.9722, 1.6044], [1.9508, 3.1777, 2.4391], [-1.7614, -2.6850, 0.8127], [-1.8213, -3.9859, 1.2763], [-1.4998, -4.3173, 2.5830], [-1.5964, -5.7075, 2.9699], [-1.7233, -6.7126, 1.9912], [-2.0233, -6.2769, 0.6687], [-2.1406, -4.9785, 0.3408], [-1.2194, -3.7058, 3.3075], [-1.4397, -5.9475, 3.9291], [-1.4731, -7.6673, 2.3114], [-2.3738, -7.1298, 0.0197], [-2.2776, -4.7699, -0.6642], [2.1271, -3.9666, 2.1804], [2.1790, -3.6391, 3.4492], [1.8541, -2.3827, 3.8897], [1.7760, -2.1467, 5.3451], [2.0681, -3.1295, 6.2628], [2.4961, -4.3472, 5.8211], [2.5550, -4.6553, 4.4087], [1.6998, -1.6502, 2.9254], [1.4472, -1.1870, 5.4324], [2.0460, -2.9677, 7.4440], [2.4014, -5.1860, 6.4684], [2.8119, -5.6833, 4.1331], [-6.4816, -1.6590, -1.0799], [-5.6610, -1.7742, 0.1979], [-4.4527, -0.9903, 0.0317], [-4.8519, 0.3599, -1.0038], [-3.9735, 0.3275, -2.1794], [-4.9664, 1.5912, -0.2186], [-6.3720, -0.2015, -1.5644], [-7.4599, -2.1906, -0.9368], [-5.9815, -2.2777, -1.8303], [-5.4300, -2.8398, 0.4147], [-6.1359, -1.4391, 0.9993], [-3.8368, -1.8740, -0.1963], [-4.0561, -0.4712, 0.9238], [-6.3677, -0.1259, -2.4879], [-7.0814, 0.4908, -1.0046], [3.0045, -2.1325, -5.7041], [4.5342, -2.0242, -5.4783], [4.8282, -1.8156, -4.0946], [3.5084, -0.8248, -3.5555], [3.9287, 0.5131, -3.9198], [3.0584, -1.2247, -2.2286], [2.1914, -1.2666, -4.7825], [2.9335, -3.2573, -5.4908], [2.4540, -1.8279, -6.8279], [5.0210, -1.2215, -6.0636], [5.1622, -2.9414, -5.8316], [5.8194, -1.5483, -3.9188], [4.7365, -2.6277, -3.8173], [1.6827, -0.4460, -5.1883], [1.5682, -1.7989, -4.1005], [-1.6246, 3.5314, 3.6648], [-2.7932, 2.6482, 3.6440], [-3.0407, 2.0313, 4.9515], [-1.4631, 1.7981, 5.7923], [-0.8718, 0.4180, 5.7260], [-1.5514, 2.3462, 7.0393], [-0.5702, 2.8905, 4.6643], [-1.8983, 4.5580, 4.0236], [-1.0640, 3.6997, 2.6398], [-2.5936, 1.9404, 3.0475], [-3.5415, 3.1809, 3.2607], [-3.4677, 1.0636, 4.6612], [-3.7529, 2.2953, 5.6072], [0.0695, 2.0169, 4.0131], [0.0872, 3.7388, 5.0954]],
  "max_force_ha_per_bohr": 0.3005,
  "total_energy_ev": -100105.6991,
  "mol_weight_g_mol": 809.05,
  "charge": 1,
  "homo_energy_ev": -10.454,
  "gap_ev": 8.012
}

***

[2]
{
  "formula": "C33H61BMnN6P",
  "method": "wB97M-V/def2-TZVPD",
  "species": ["Mn", "C", "C", "C", "C", "C", "C", "C", "C", "C", "N", "N", "B", "N", "N", "C", "C", "C", "C", "C", "C", "C", "C", "C", "N", "N", "C", "C", "C", "C", "C", "C", "C", "C", "C", "H", "H", "H", "H", "H", "H", "H", "H", "H", "H", "H", "H", "H", "H", "H", "H", "H", "H", "H", "H", "H", "H", "H", "H", "H", "H", "H", "H", "H", "H", "H", "H", "H", "H", "H", "H", "H", "H", "H", "H", "H", "H", "H", "H", "H", "H", "C", "C", "P", "C", "C", "C", "C", "H", "H", "H", "H", "H", "H", "H", "H", "H", "H", "H", "H", "H", "H", "H"],
  "coordinates": [[0.1234, -0.2582, 0.3186], [5.3744, -0.4721, 0.4329], [3.8904, -0.1682, 0.6359], [3.3186, -1.1060, 1.6942], [3.1520, -0.1703, -0.6797], [3.6970, -0.0027, -1.9414], [2.6429, 0.1703, -2.8281], [2.8687, 0.3411, -4.3151], [1.8346, 1.1134, -5.1344], [3.1713, -1.0280, -4.9478], [1.4967, 0.0901, -2.1227], [1.8168, -0.1393, -0.8011], [0.0587, 0.6385, -2.4237], [-1.0777, -0.4083, -2.0206], [-1.5934, -0.3058, -0.7419], [-2.8571, -0.7215, -0.7429], [-3.1578, -1.1747, -2.0286], [-2.0334, -0.9599, -2.8070], [-1.8861, -1.3029, -4.2633], [-2.1647, -0.1086, -5.1909], [-0.5418, -1.9783, -4.5584], [-3.7825, -0.5360, 0.4281], [-3.1498, 0.2842, 1.5535], [-5.0621, 0.1554, -0.0584], [-0.1404, 1.8719, -1.4617], [0.0165, 1.6061, -0.1392], [-0.1277, 2.7200, 0.5759], [-0.3693, 3.7567, -0.3093], [-0.3822, 3.1925, -1.5883], [-0.5792, 3.9803, -2.8549], [0.7684, 4.5635, -3.3152], [-1.3056, 3.2672, -3.9984], [0.0184, 2.6664, 2.0618], [0.3242, 1.2285, 2.4862], [1.1211, 3.6167, 2.5445], [5.8857, -0.4873, 1.3970], [5.8636, 0.2816, -0.1864], [5.5068, -1.4504, -0.0391], [3.8162, 0.8580, 1.0060], [3.6324, -2.1312, 1.4874], [2.2324, -1.0944, 1.7412], [3.6845, -0.8373, 2.6860], [4.7482, 0.0267, -2.2006], [3.7928, 0.9136, -4.3617], [0.9159, 0.5433, -5.2889], [2.2596, 1.3175, -6.1192], [1.5839, 2.0741, -4.6773], [2.2831, -1.6646, -4.9610], [3.9626, -1.5525, -4.4073], [3.5003, -0.8856, -5.9803], [-0.0435, 0.9405, -3.5595], [-4.1048, -1.5697, -2.3742], [-2.6725, -2.0330, -4.4458], [-1.3518, 0.6200, -5.1663], [-3.0919, 0.4009, -4.9155], [-2.2668, -0.4650, -6.2174], [0.2901, -1.3905, -4.1678], [-0.4034, -2.0879, -5.6364], [-0.4901, -2.9773, -4.1117], [-4.0725, -1.5183, 0.8047], [-2.9469, 1.3046, 1.2145], [-2.2171, -0.1494, 1.9136], [-3.8234, 0.3365, 2.4080], [-4.8308, 1.1331, -0.4911], [-5.7442, 0.3028, 0.7800], [-5.5798, -0.4393, -0.8112], [-0.5318, 4.7998, -0.0691], [-1.2065, 4.8154, -2.5450], [1.4685, 3.7609, -3.5686], [1.2256, 5.1811, -2.5395], [0.6215, 5.1820, -4.2037], [-0.6260, 2.6398, -4.5784], [-1.7144, 4.0166, -4.6784], [-2.1366, 2.6499, -3.6407], [-0.9257, 2.9746, 2.5107], [1.3078, 0.9225, 2.1147], [-0.4649, 0.5318, 2.1632], [0.3483, 1.1210, 3.5705], [2.0882, 3.3229, 2.1254], [1.1943, 3.5969, 3.6352], [0.9169, 4.6435, 2.2399], [1.2068, -3.2503, -1.9293], [-0.1022, -3.3760, -1.1392], [-0.0590, -2.6977, 0.5597], [1.2044, -3.6703, 1.4522], [0.8605, -5.1550, 1.5856], [-1.6380, -3.1992, 1.3603], [-2.4269, -4.3109, 0.6658], [1.1039, -3.7723, -2.8830], [2.0509, -3.7056, -1.4033], [1.4566, -2.2110, -2.1471], [-0.3845, -4.4199, -1.0315], [-0.9200, -2.8733, -1.6623], [1.3386, -3.2101, 2.4321], [2.1429, -3.5534, 0.9194], [-0.0316, -5.3288, 2.1876], [1.6920, -5.6556, 2.0823], [0.7270, -5.6365, 0.6139], [-2.2633, -2.3232, 1.4457], [-1.3736, -3.4826, 2.3785], [-2.7708, -4.0027, -0.3231], [-3.3080, -4.5394, 1.2686], [-1.8550, -5.2336, 0.5617]],
  "max_force_ha_per_bohr": 0.0119,
  "total_energy_ev": -85427.3331,
  "mol_weight_g_mol": 638.62,
  "charge": 2,
  "spin_multiplicity": 5,
  "homo_energy_ev": [-14.449, -14.394],
  "gap_ev": [6.662, 7.735]
}

***

[3]
{
  "formula": "C33H61BiI2N6O8P2S4SbSi",
  "method": "wB97M-V/def2-TZVPD",
  "species": ["Bi", "C", "N", "C", "P", "O", "O", "P", "O", "N", "C", "C", "N", "C", "C", "N", "C", "C", "H", "H", "H", "H", "H", "H", "H", "H", "H", "H", "H", "H", "H", "H", "H", "H", "H", "H", "H", "H", "H", "H", "H", "H", "S", "Sb", "S", "S", "S", "O", "N", "I", "I", "N", "C", "C", "C", "C", "C", "C", "C", "C", "C", "C", "C", "C", "C", "H", "H", "H", "H", "H", "H", "H", "H", "H", "H", "C", "C", "C", "C", "O", "Si", "O", "O", "C", "C", "C", "C", "O", "C", "C", "C", "C", "H", "H", "H", "H", "H", "H", "H", "H", "H", "H", "H", "H", "H", "H", "H", "H", "H", "H", "H", "H", "H", "H", "H", "H", "H", "H", "H"],
  "coordinates": [[1.0055, 0.3577, -0.1062], [3.5254, -0.8994, -4.8198], [3.2542, -1.6780, -3.6313], [4.4340, -2.0044, -2.8315], [1.8183, -2.1035, -2.9899], [1.5806, -1.6783, -1.6104], [0.7728, -1.4729, -4.0231], [-0.2291, -0.2149, -3.9662], [-0.1616, 0.6158, -2.7532], [0.0974, 0.6676, -5.3099], [0.1339, 0.0722, -6.6277], [0.7622, 1.9589, -5.1900], [-1.6679, -0.9858, -4.2732], [-2.8119, -0.0741, -4.2420], [-1.9490, -2.1881, -3.4841], [1.6339, -3.7276, -3.1050], [1.0930, -4.5020, -1.9967], [2.1976, -4.5013, -4.1891], [4.1507, -1.4692, -5.5153], [4.0551, 0.0180, -4.5459], [2.6032, -0.6308, -5.3271], [5.0704, -2.7180, -3.3622], [4.1439, -2.4287, -1.8714], [4.9995, -1.0930, -2.6266], [-0.3431, -0.9058, -6.6166], [1.1660, -0.0435, -6.9782], [-0.3998, 0.7052, -7.3417], [0.7222, 2.3003, -4.1598], [0.2655, 2.6920, -5.8313], [1.8126, 1.8899, -5.4920], [-2.6007, 0.8164, -4.8329], [-3.0517, 0.2308, -3.2184], [-3.6755, -0.5807, -4.6763], [-1.1021, -2.8688, -3.4980], [-2.8063, -2.7051, -3.9226], [-2.1772, -1.9335, -2.4471], [0.8165, -3.8394, -1.1793], [1.8473, -5.2032, -1.6289], [0.2136, -5.0669, -2.3197], [2.7107, -3.8541, -4.8974], [1.4185, -5.0493, -4.7288], [2.9209, -5.2258, -3.8018], [5.5433, 0.7319, 1.5948], [3.8835, -0.3913, 2.6051], [3.3127, -2.1948, 0.8655], [1.8203, 1.0579, 2.1577], [3.9578, -3.6949, 1.9742], [-0.9507, 3.3583, -0.6134], [0.0598, 2.8600, -0.1047], [3.3002, 1.3565, -1.6829], [5.7724, 2.6408, -3.0687], [1.0413, 3.6474, 0.2844], [1.2449, 4.5428, 1.1603], [2.5913, 5.1628, 1.0954], [3.6762, 4.3534, 0.7813], [4.9364, 4.9244, 0.6660], [5.1013, 6.2859, 0.8569], [4.0141, 7.0905, 1.1806], [2.7559, 6.5278, 1.3104], [0.3628, 4.8360, 2.3265], [-1.0277, 4.8430, 2.2478], [-1.7816, 5.0484, 3.3920], [-1.1595, 5.2362, 4.6165], [0.2244, 5.2415, 4.6990], [0.9834, 5.0527, 3.5564], [3.5410, 3.2865, 0.6573], [5.7744, 4.2913, 0.4133], [6.0836, 6.7279, 0.7562], [4.1474, 8.1541, 1.3259], [1.9021, 7.1448, 1.5604], [-1.5149, 4.7108, 1.2950], [-2.8613, 5.0636, 3.3222], [-1.7548, 5.3734, 5.5100], [0.7156, 5.3866, 5.6516], [2.0627, 5.0394, 3.6169], [-2.9501, 1.5039, 1.1509], [-3.7558, 0.4602, 1.9169], [-3.7254, 0.7703, 3.4089], [-5.1928, 0.4190, 1.4122], [-3.2271, -0.8384, 1.6752], [-1.6611, -1.3707, 1.6511], [-0.8773, -0.7939, 0.3845], [-0.8758, -0.9495, 3.0189], [-0.5900, -1.5663, 4.2639], [-1.8253, -2.2558, 4.8320], [0.5393, -2.5679, 4.0588], [-0.1336, -0.4432, 5.1889], [-1.7756, -3.0141, 1.6398], [-2.7331, -3.9654, 1.2351], [-2.0718, -5.3272, 1.4263], [-3.0739, -3.7518, -0.2348], [-3.9881, -3.8697, 2.0958], [-3.4192, 2.4827, 1.2476], [-2.8832, 1.2391, 0.0958], [-1.9342, 1.5731, 1.5476], [-4.1257, 1.7693, 3.5931], [-2.7041, 0.7326, 3.7817], [-4.3256, 0.0457, 3.9610], [-5.6862, 1.3809, 1.5620], [-5.7552, -0.3476, 1.9466], [-5.2082, 0.1807, 0.3486], [-2.1831, -3.0296, 4.1539], [-2.6289, -1.5389, 4.9961], [-1.5792, -2.7232, 5.7872], [0.2749, -3.2930, 3.2870], [0.7456, -3.1024, 4.9883], [1.4509, -2.0566, 3.7468], [-0.9532, 0.2490, 5.3882], [0.6756, 0.1123, 4.7138], [0.2185, -0.8494, 6.1378], [-1.1671, -5.3923, 0.8218], [-2.7480, -6.1335, 1.1380], [-1.7931, -5.4616, 2.4715], [-2.1626, -3.8345, -0.8296], [-3.5042, -2.7618, -0.3937], [-3.7883, -4.5011, -0.5816], [-3.7724, -4.1545, 3.1257], [-4.7522, -4.5460, 1.7091], [-4.3816, -2.8536, 2.0900]],
  "max_force_ha_per_bohr": 0.0377,
  "total_energy_ev": -158919.8735,
  "mol_weight_g_mol": 1472.74,
  "charge": -1,
  "homo_energy_ev": [-4.428, -4.511],
  "gap_ev": [5.718, 5.247]
}